# 1
C4H6N2OS in the gas phase, computed with the ωB97M-V functional and the def2-TZVPD basis.

```
! RIJCOSX wB97M-V def2-TZVPD def2/J DEFGRID3
* xyz 0 1
C 1.1009 0.1722 -0.4652
N -0.5586 -1.6138 -0.3380
H 2.9748 1.0362 -0.0505
S -1.5231 1.1758 -0.1375
O 1.4435 -0.0608 -1.6184
H 1.7173 1.0502 1.3673
C -0.1788 -0.4116 0.1719
H 1.6395 2.1336 0.2112
H -0.2248 -0.2651 1.3264
H -1.4317 -1.9278 0.1621
H -0.6568 -1.7475 -1.3700
N -3.4456 -0.7616 0.3013
C 1.8938 1.1181 0.3491
C -2.7506 0.1021 0.0903
*
```

Its orbital gap is 0.3481 hartree. The value obtained for the energy above the lowest of the compared OMol25 structures with the same formula, charge and spin is 246.8 kJ/mol. For the lowest unoccupied orbital energy, the calculation gives -0.011 Ha. Its SMILES is CC(=O)[C@H](N)SC#N.

# 2
C4H6N2S in the gas phase, computed with the ωB97M-V functional and the def2-TZVPD basis.

```
! RIJCOSX wB97M-V def2-TZVPD def2/J DEFGRID3
* xyz 0 1
C 1.5482 0.7531 -0.3287
C 2.0376 -0.0212 0.8623
H -0.2251 2.0075 0.0687
N 0.1278 1.1028 -0.2557
H 2.2364 1.3589 -0.9508
H -0.2064 -1.9605 0.0218
H 1.2911 -0.0050 1.6731
N 0.1599 -1.0793 -0.2624
H 3.0820 -0.0055 1.1274
C 1.5563 -0.7434 -0.3494
S -2.3215 -0.0158 0.1542
C -0.6869 0.0218 -0.1561
H 2.2204 -1.3686 -0.9490
*
```

Its orbital gap is 0.3340 hartree. The value obtained for the energy above the lowest of the compared OMol25 structures with the same formula, charge and spin is 92.2 kJ/mol. For the lowest unoccupied orbital energy, the calculation gives 0.029 Ha. Its SMILES is S=C1N[C@H]2C[C@H]2N1.

# 3
C4H6N2S in the gas phase, computed with the ωB97M-V functional and the def2-TZVPD basis.

```
! RIJCOSX wB97M-V def2-TZVPD def2/J DEFGRID3
* xyz 0 1
S -4.3185 -0.1515 -0.0209
H -1.4984 -0.6896 1.4790
H 1.8838 -0.6610 -1.4917
N -0.5035 -0.0126 -0.1246
C 1.8889 -0.6829 -0.4392
H 2.5503 -1.5699 -0.1700
H 1.6596 1.6052 -0.4110
C 1.7287 0.6845 0.1755
H -2.3835 0.9789 -0.8805
C -2.6926 0.2070 -0.1581
H 2.4525 1.0289 1.0464
C -1.5415 -0.3264 0.5252
N 0.7740 -0.4106 0.4698
*
```

Its orbital gap is 0.2921 hartree. The value obtained for the energy above the lowest of the compared OMol25 structures with the same formula, charge and spin is 452.3 kJ/mol. For the lowest unoccupied orbital energy, the calculation gives -0.037 Ha. Its SMILES is S=C/C=N/N1CC1.

Calculated values (eV/A) of max |F| for the records, taken in order: 3.674; 1.560; 4.680.